Record 1
A molecular structure, C31H79F3N6O9Zr at a distorted geometry. Source: the OMol25 dataset; level of theory: ωB97M-V/def2-TZVPD.

Element x y z (Å)
Zr -1.248 -2.394 -0.871
F -5.563 1.167 -2.510
F -3.861 1.742 -1.310
F -3.834 1.707 -3.490
O -1.227 5.096 1.461
O -0.195 -0.771 0.164
O -3.641 -0.419 2.285
O -3.828 -0.969 -3.800
O 3.479 -0.617 4.801
O -2.664 -0.966 -1.830
O 2.888 -0.655 -2.401
O 5.903 0.825 1.087
O 0.668 0.398 -3.845
N 0.326 -2.111 -2.348
N -1.297 -1.818 -4.603
N 5.593 -1.749 1.678
N -1.431 -2.102 3.107
N -2.193 4.771 -1.280
N 1.083 -2.409 4.345
C 1.404 -3.427 6.505
C -4.352 0.789 1.991
C 3.229 -1.834 1.221
C 4.526 -1.148 0.894
C -3.848 -0.530 -2.416
C 0.155 0.555 0.412
C -0.092 0.354 -5.083
C -5.097 -1.005 -4.535
C 1.239 1.697 -3.635
C -2.621 -2.006 3.965
C -1.108 -1.307 -6.849
C 2.693 -1.877 -3.120
C -2.605 5.036 1.133
C -0.098 1.088 1.834
C 6.037 2.181 1.448
C -4.415 5.727 -0.670
C -4.884 -1.732 -5.868
C -0.399 -1.120 -5.504
C 4.777 -0.135 4.999
C 3.146 -1.733 5.642
C 1.687 -2.700 -2.293
C 4.554 0.400 1.053
C -2.047 -2.113 5.372
C -0.535 1.558 -0.590
C 1.647 -4.103 -2.945
C 4.179 -0.066 -2.594
C -2.911 5.616 -0.268
C -0.991 4.727 2.797
C 1.639 -2.133 5.653
C -3.306 -0.617 3.691
C -4.188 0.991 -2.440
H -4.846 4.821 -1.096
H -4.140 -1.143 -6.405
H -0.978 0.986 -5.016
H 2.903 -1.750 2.258
H -1.405 -2.994 5.406
H -1.538 3.867 3.184
H 1.410 -3.304 4.013
H 7.063 2.273 1.805
H -1.125 1.035 2.195
H -4.647 -1.101 -1.943
H 2.273 -4.083 6.471
H -3.764 1.640 2.334
H -0.656 -2.441 3.658
H -3.208 -2.909 3.799
H -1.198 5.525 3.510
H 1.316 -3.090 7.538
H -5.216 0.898 2.646
H 4.655 -1.421 -0.153
H -5.161 6.001 0.076
H 1.382 -3.996 -3.996
H 5.293 -1.710 2.642
H 1.879 1.994 -4.465
H -5.773 -1.659 -6.494
H 3.251 -2.915 1.083
H 5.362 2.549 2.221
H 4.050 0.755 1.952
H 1.067 -1.284 6.027
H -0.588 1.033 -1.544
H 2.471 -1.545 -4.134
H -4.263 -0.631 4.211
H 0.257 2.118 1.851
H -3.026 4.036 1.025
H 4.964 0.141 6.037
H -4.722 0.982 0.984
H -5.416 0.029 -4.666
H 3.605 -2.474 -3.147
H 5.571 -0.829 4.725
H 0.885 -4.774 -2.548
H 0.479 0.671 -5.956
H 1.224 0.725 0.279
H -1.962 -0.635 -6.938
H -2.791 -2.398 6.116
H 1.967 1.834 -2.836
H -1.611 -2.664 -5.058
H 4.175 0.907 -2.103
H -3.155 5.570 1.908
H -4.513 6.462 -1.469
H -2.539 3.835 -1.440
H 0.635 0.668 2.523
H 1.652 -1.831 3.743
H 4.949 -0.742 -2.223
H 5.902 2.804 0.564
H 1.982 -2.689 -1.244
H 0.572 -1.614 -5.542
H 2.655 -4.517 -2.943
H -1.065 -1.162 3.052
H -2.441 6.600 -0.266
H 2.469 -1.391 0.578
H 0.002 -2.197 -3.301
H -1.598 1.625 -0.359
H 3.387 -1.638 6.700
H 0.715 -1.192 -2.507
H 4.421 0.122 -3.640
H -5.923 -1.560 -4.091
H -1.362 4.563 -0.745
H 4.876 0.737 4.352
H 0.490 -3.906 6.152
H -0.433 -0.918 -7.613
H 0.076 4.559 2.947
H -1.474 -2.273 -7.195
H 0.019 2.465 -0.831
H -1.448 -1.245 5.646
H -2.134 -1.275 -4.445
H 0.556 2.545 -3.589
H -4.538 -2.764 -5.809
H 6.294 -1.028 1.584
H -2.627 0.183 3.987
H 3.986 0.834 0.230
H 3.769 -2.559 5.300

## Properties
HOMO (alpha / beta): -10.146 / -10.617 eV
frontier orbital gap (alpha / beta): 5.6 / 6.1 eV
charge: +1
multiplicity: 2


Record 2
A molecular structure, C5H13N5 at a distorted geometry. Source: the OMol25 dataset; level of theory: ωB97M-V/def2-TZVPD.

Element x y z (Å)
N 0.860 -0.205 -1.083
N 1.276 -0.152 -2.422
N 0.499 2.122 -0.713
N -0.418 -2.153 -1.055
N 1.862 0.982 0.902
C -0.578 -0.915 1.872
C -1.916 0.557 0.285
C -0.116 -0.925 -0.614
C -0.613 -0.169 0.552
C 0.809 1.035 -0.061
H -2.761 -0.125 0.123
H -1.391 -1.649 1.974
H 0.747 2.959 -0.194
H 2.292 -0.107 -2.411
H 0.017 -2.477 -1.908
H 0.956 0.752 -2.772
H -2.162 1.177 1.151
H 0.361 -1.457 2.015
H -0.688 -0.205 2.697
H 1.608 0.554 1.779
H -1.818 1.211 -0.584
H 2.288 1.887 1.048
H -1.117 -2.697 -0.581

## Properties
HOMO: -6.828 eV
frontier orbital gap: 7.5 eV


Record 3
2 unconnected molecules or ions with the total composition C4H11NO at a distorted geometry. Source: the OMol25 dataset; level of theory: ωB97M-V/def2-TZVPD.

Element x y z (Å)
O -1.653 -0.749 1.448
N -1.991 1.030 0.107
C 1.181 -1.461 -2.113
C -1.107 1.368 2.373
C 2.251 -0.910 -1.149
C -1.652 0.453 1.320
H 2.879 -1.759 -0.860
H 0.578 -2.189 -1.572
H -1.479 2.387 2.465
H -0.052 1.587 2.151
H -2.611 0.477 -0.474
H -1.986 2.034 -0.027
H 2.797 -0.045 -1.513
H 0.452 -0.654 -2.246
H 1.846 -0.620 -0.174
H -1.059 0.836 3.313
H 1.606 -1.785 -3.049

## Properties
HOMO: -10.015 eV
SMILES string: CC(N)=O.CC
frontier orbital gap: 10.8 eV